1.
Below is C36H54N6O3 in the gas phase, with properties calculated with ωB97M-V/def2-TZVPD.

Structure (XYZ):
```
99
Properties=species:S:1:pos:R:3:forces:R:3:lowdin_charge:R:1
C 7.6644 0.0866 -1.8094 -0.230 0.085 0.053 -0.12
H 8.3768 -0.1936 -1.0363 0.124 -0.020 0.052 0.07
C 6.2373 -0.1551 -1.3334 0.232 -0.238 0.007 -0.28
H 5.5386 0.1512 -2.1156 -0.094 0.043 0.031 0.11
C 5.9971 -1.6252 -0.9951 -0.315 0.166 -0.087 -0.23
C 4.5702 -1.9049 -0.5220 0.273 0.012 0.199 -0.22
C 4.3031 -1.3979 0.8930 -0.289 -0.202 -0.196 -0.19
H 4.5672 -0.3441 0.9720 0.050 0.037 0.095 0.10
C 2.8264 -1.5306 1.2757 0.345 0.404 0.158 -0.20
N 2.0029 -0.7232 0.4005 0.071 -0.235 0.193 0.06
C 1.9423 0.6216 0.5771 -0.133 -0.410 -0.438 -0.54
O 2.5337 1.2078 1.4799 0.400 0.207 0.379 0.03
N 1.1999 1.2537 -0.3764 -0.297 0.130 -0.266 0.14
H 0.6209 0.6616 -0.9478 0.009 -0.080 -0.004 0.11
C 1.0214 2.6901 -0.5223 0.205 0.116 0.332 -0.19
C 0.0317 3.2160 0.5306 0.360 -0.120 -0.379 -0.47
O -1.0172 3.7510 0.2111 -0.391 0.223 -0.139 0.04
N 0.4297 3.0059 1.7922 0.169 -0.015 0.317 0.10
H 1.2863 2.4667 1.9266 -0.073 0.057 -0.098 0.10
C -0.4331 3.1730 2.9387 -0.160 -0.086 0.198 -0.16
H -1.1837 3.9271 2.6905 0.091 0.010 0.097 0.12
C -1.1121 1.8441 3.3000 -0.163 0.214 -0.161 -0.16
C -2.2442 1.5363 2.3182 0.159 -0.309 0.238 -0.13
H -1.9711 1.9268 1.3392 -0.095 0.033 -0.083 0.09
H -3.1546 2.0486 2.6342 -0.068 0.082 -0.058 0.13
C -2.5581 0.0457 2.1283 -0.223 0.595 0.135 -0.22
N -1.3457 -0.6665 1.7079 -0.165 -0.063 -0.110 0.02
C -1.4013 -0.8009 0.3582 0.191 0.193 -0.663 -0.38
N -0.5918 -1.3062 -0.5060 0.283 -0.114 0.319 0.07
C -1.2693 -1.2077 -1.7943 -0.133 -0.177 -0.087 -0.12
H -1.3904 -2.2108 -2.2120 -0.048 0.060 -0.135 0.10
H -0.6572 -0.6280 -2.4940 -0.085 0.016 -0.107 0.11
C -2.6433 -0.5143 -1.5403 0.053 0.149 -0.409 -0.22
N -2.5383 -0.2290 -0.1312 0.245 0.084 0.244 0.02
C -3.5102 -0.1020 0.9203 -0.476 -0.188 0.188 -0.06
H -4.1414 0.7768 0.7842 0.036 -0.033 0.103 0.12
H -4.1474 -0.9974 0.9856 0.046 0.115 0.014 0.12
C -2.8149 0.7777 -2.3547 -0.192 -0.309 0.139 -0.09
C -4.0631 1.5076 -1.9474 0.061 0.106 -0.128 -0.24
C -5.3113 1.0333 -2.3324 0.037 0.001 0.010 -0.05
C -6.4659 1.6757 -1.9232 -0.114 -0.061 -0.010 -0.09
C -6.3856 2.8028 -1.1226 -0.095 0.052 0.058 -0.10
C -5.1457 3.2842 -0.7386 -0.038 0.052 0.064 -0.08
C -3.9893 2.6414 -1.1470 0.023 -0.003 -0.064 -0.04
H -3.0279 3.0274 -0.8400 0.167 0.028 0.032 0.09
H -5.0742 4.1655 -0.1184 0.009 0.087 0.055 0.10
H -7.2871 3.3056 -0.8039 -0.066 0.042 0.021 0.10
H -7.4303 1.2981 -2.2315 -0.073 -0.023 -0.026 0.10
H -5.3779 0.1567 -2.9621 -0.012 -0.099 -0.077 0.11
H -2.8533 0.5153 -3.4144 0.055 0.040 -0.058 0.13
H -1.9488 1.4191 -2.1800 0.085 -0.036 -0.030 0.12
H -3.4819 -1.1967 -1.7387 0.062 0.056 0.028 0.15
C -0.6921 -1.6384 2.5465 0.044 -0.321 0.205 -0.13
H -0.4287 -1.1649 3.4968 0.119 -0.034 -0.110 0.12
H 0.2252 -1.9226 2.0322 0.072 0.022 0.118 0.10
C -1.5389 -2.8964 2.8297 0.147 0.236 -0.085 -0.11
C -2.0555 -3.5102 1.5587 -0.208 -0.171 0.082 -0.23
C -1.1541 -3.9731 0.6078 0.053 -0.260 -0.137 0.01
C -1.6029 -4.4664 -0.6085 -0.123 -0.014 0.126 -0.28
C -2.9756 -4.5327 -0.8566 0.162 -0.027 -0.109 -0.01
C -3.8695 -4.1003 0.0983 -0.029 0.000 -0.099 -0.08
C -3.4151 -3.5816 1.3017 0.077 0.039 0.154 -0.07
H -4.1236 -3.2414 2.0441 -0.038 0.048 0.079 0.11
H -4.9306 -4.1554 -0.0970 -0.083 -0.023 -0.031 0.11
H -3.3103 -4.9231 -1.8047 -0.037 -0.057 -0.119 0.12
O -0.7918 -4.8955 -1.6144 -0.377 -0.003 -0.006 -0.09
C 0.5956 -4.6905 -1.4824 0.261 0.043 0.014 -0.08
H 0.8217 -3.6365 -1.2929 0.007 -0.032 0.023 0.08
H 1.0297 -4.9923 -2.4343 0.024 0.023 0.086 0.10
H 1.0185 -5.3085 -0.6834 -0.010 0.036 -0.015 0.10
H -0.0996 -3.9225 0.8246 0.161 0.043 -0.040 0.11
H -0.9068 -3.6094 3.3645 -0.024 0.008 0.094 0.12
H -2.3775 -2.6394 3.4798 0.013 -0.048 0.037 0.11
H -2.9590 -0.3909 3.0457 -0.013 -0.073 -0.059 0.15
H -1.4914 1.8857 4.3225 0.013 -0.039 0.093 0.11
H -0.3521 1.0634 3.2470 0.057 -0.033 0.073 0.10
H 0.1740 3.5286 3.7751 -0.082 0.050 -0.055 0.12
H 0.5522 2.8512 -1.4998 0.003 -0.002 0.176 0.16
C 2.3587 3.4543 -0.5002 -0.001 0.096 -0.219 -0.38
C 2.1012 4.9465 -0.6873 0.000 -0.239 0.122 -0.06
H 1.6276 5.1335 -1.6491 -0.071 0.075 -0.133 0.09
H 1.4473 5.3284 0.0927 -0.065 0.142 0.061 0.08
H 3.0388 5.4961 -0.6520 0.070 0.082 -0.005 0.08
C 3.2837 2.9247 -1.5936 -0.105 -0.015 0.335 -0.06
H 3.4832 1.8667 -1.4439 0.085 -0.115 -0.073 0.06
H 2.8343 3.0606 -2.5758 -0.046 0.010 -0.159 0.08
H 4.2313 3.4575 -1.5714 0.114 0.050 -0.041 0.08
H 2.8378 3.2904 0.4677 -0.064 0.024 -0.087 0.13
H 1.2242 -1.1551 -0.0986 -0.033 0.038 -0.002 0.08
H 2.5065 -2.5710 1.1862 -0.072 -0.008 0.003 0.11
H 2.7020 -1.2007 2.3147 -0.065 -0.144 -0.068 0.12
H 4.9095 -1.9556 1.6092 0.089 0.008 0.053 0.12
H 3.8651 -1.4311 -1.2083 -0.047 -0.042 -0.056 0.11
H 4.3873 -2.9827 -0.5504 -0.084 -0.052 -0.032 0.11
H 6.1987 -2.2240 -1.8871 0.100 -0.035 -0.001 0.11
H 6.7022 -1.9393 -0.2218 0.102 -0.069 0.004 0.11
H 6.0440 0.4639 -0.4562 -0.093 0.074 0.002 0.10
H 7.8768 -0.5034 -2.6987 0.074 -0.050 -0.094 0.07
H 7.8154 1.1364 -2.0502 0.110 0.086 -0.048 0.07
```
Forces are in eV/Å.

Lowest unoccupied orbital energy ... 0.023 Ha
Charge ... 0

=====

2.
Below is a molecular structure, C36H54O27 in a non-equilibrium geometry, with properties calculated with ωB97M-V/def2-TZVPD.

Structure (XYZ):
```
117
Properties=species:S:1:pos:R:3:forces:R:3:lowdin_charge:R:1
C -3.3949 -0.5132 -1.0807 -4.852 -3.742 1.631 -0.02
C -4.8398 -0.9793 -1.0165 0.646 1.354 -3.288 -0.29
C -5.3201 -1.9377 -2.1773 0.165 2.075 -1.185 -0.08
O -5.9352 -3.0741 -1.6062 1.499 0.680 1.972 0.06
C -5.7973 -2.8606 -0.2378 -0.213 0.045 -1.191 -0.54
O -6.2480 -3.5924 0.5620 -0.282 -0.894 1.070 0.17
O -5.1357 -1.7226 0.0374 -1.265 -2.623 3.961 0.12
H -3.0961 0.0260 -0.1817 -0.957 -1.156 -0.213 0.09
H -3.1640 0.1559 -1.9096 -6.383 -2.927 0.347 0.05
H -2.6895 -1.3386 -1.1776 -1.394 1.042 0.375 0.09
H -5.4207 -0.0579 -1.0557 -0.449 0.081 0.291 0.16
H -4.4158 -2.0690 -2.7714 -0.371 -0.972 -0.375 0.12
H -6.1447 -1.4972 -2.7377 0.511 0.407 -0.428 0.13
C 4.2141 -0.1038 -3.8919 0.940 0.602 1.509 0.03
C 4.2575 0.4542 -2.4455 0.734 2.367 -1.933 -0.23
C 4.5660 1.9525 -2.1002 1.082 -1.551 -1.447 -0.05
O 3.3019 2.5645 -2.0174 0.218 0.837 -0.242 0.13
C 2.3979 1.6177 -1.9501 -4.034 1.541 1.148 -0.46
O 1.1957 1.8477 -1.6961 8.479 0.409 -6.958 0.03
O 2.8641 0.4157 -2.0236 0.584 0.547 0.324 0.06
H 4.0961 0.8040 -4.4835 -0.144 -0.796 -0.947 0.10
H 3.4697 -0.8990 -3.9325 -0.472 0.921 -0.583 0.08
H 5.1169 -0.6954 -4.0439 0.442 0.654 -0.537 0.10
H 4.9043 -0.1366 -1.7969 -0.513 1.911 -1.565 0.10
H 5.2184 2.5128 -2.7700 -0.173 -0.155 -0.126 0.16
H 5.0233 1.8723 -1.1140 0.411 0.290 -0.908 0.10
C 1.4391 -2.6992 -0.5112 4.099 0.513 -1.891 -0.02
C 2.9167 -2.9266 -0.7799 -0.538 0.651 2.065 -0.20
C 3.4502 -1.9691 -1.7865 -1.594 -1.935 -3.170 -0.08
O 4.5746 -1.3837 -1.1809 0.818 -1.987 -4.305 0.07
C 4.5893 -1.5431 0.0439 1.025 -3.542 5.741 -0.64
O 5.3381 -0.9724 0.8132 1.730 -5.451 -1.031 0.10
O 3.6676 -2.4443 0.3363 0.281 -0.660 3.339 0.14
H 1.0228 -3.0046 -1.4712 1.799 0.625 0.682 0.10
H 1.2179 -1.6342 -0.4413 1.750 -0.847 -0.920 0.08
H 0.8749 -3.2626 0.2320 2.388 2.238 0.779 0.08
H 3.2092 -3.9653 -0.9330 -0.046 -0.032 -0.099 0.17
H 2.7431 -1.2601 -2.2172 -0.045 -0.555 1.551 0.12
H 3.6295 -2.4560 -2.7451 1.433 -0.615 0.325 0.15
C -2.7656 -5.0906 0.2925 -0.199 0.018 -0.408 0.02
C -1.7549 -3.9940 -0.0137 -1.110 -0.754 1.165 -0.28
C -0.5078 -4.2847 -0.7070 0.313 -2.543 -0.717 -0.07
O -0.4262 -3.2274 -1.6748 2.222 -3.016 -1.263 0.03
C -1.5397 -2.7266 -1.9419 -5.678 -2.114 -1.490 -0.67
O -1.9034 -2.2297 -2.9783 0.291 -0.274 0.168 0.17
O -2.3694 -3.0903 -0.9534 -1.483 0.042 0.946 0.09
H -3.2650 -5.3986 -0.6261 -0.158 0.090 -0.035 0.10
H -3.4952 -4.6731 0.9864 -0.170 -0.059 -0.161 0.09
H -2.3987 -6.0117 0.7452 0.565 0.234 0.114 0.09
H -1.4312 -3.5542 0.9296 -1.076 0.211 -0.512 0.13
H -0.4884 -5.2779 -1.1556 -0.065 0.126 -0.759 0.16
H 0.3745 -4.1968 -0.0731 -1.781 -2.117 -0.811 0.09
C -0.0533 -0.4952 0.6615 0.790 0.389 -7.068 -0.06
C -0.2511 0.4234 -0.5883 4.211 -3.223 2.433 -0.24
C -0.6864 -0.1632 -1.8739 1.907 -0.179 -0.266 -0.01
O -1.9565 0.3776 -2.0154 8.206 3.847 -4.822 0.00
C -2.1576 1.3407 -1.1469 -0.882 2.788 -0.568 -0.63
O -3.1811 2.0368 -1.1417 2.858 -0.242 -0.813 0.15
O -1.1701 1.3397 -0.2810 -1.636 1.555 -5.451 -0.10
H 0.6129 -0.0903 1.4232 -1.207 -3.596 -1.055 0.03
H 0.3768 -1.4262 0.2922 -2.330 1.577 1.206 0.05
H -1.0112 -0.7439 1.1184 1.207 5.442 -6.019 -0.01
H 0.6352 1.0092 -0.8323 -1.280 -2.489 1.700 0.04
H -0.6260 -1.2515 -1.8795 0.068 1.779 0.057 0.11
H -0.1092 0.2192 -2.7157 0.368 -0.231 -0.120 0.16
C -0.9625 2.8403 2.8178 -0.554 0.022 0.041 0.01
C -2.3835 2.3394 2.3170 1.394 -1.157 -0.646 -0.14
C -2.4285 1.1099 1.3016 -1.800 2.573 4.100 -0.10
O -3.1407 0.0924 2.0385 -1.695 -0.603 -0.973 0.10
C -3.3490 0.4464 3.2685 -2.059 -1.879 4.367 -0.50
O -3.6881 -0.3122 4.2866 1.653 3.451 -5.153 0.04
O -3.1249 1.7622 3.4260 -0.244 0.890 0.478 0.07
H -0.5258 2.1979 3.5824 -0.597 0.931 -0.471 0.03
H -1.0213 3.8505 3.2230 -0.369 0.010 0.120 0.09
H -0.1620 2.8886 2.0795 -0.687 -0.026 -0.480 0.06
H -2.8485 3.1787 1.7997 -0.665 0.049 0.751 0.15
H -1.3863 0.9344 1.0348 -2.890 -1.288 3.094 0.09
H -3.0049 1.4517 0.4419 -0.608 -0.415 2.118 0.10
C -0.2593 3.3748 -0.7381 -1.950 2.375 0.039 0.03
C -0.5350 4.1115 -2.1308 1.363 -0.663 2.504 -0.23
C -1.3405 3.4099 -3.2024 0.355 -0.424 -0.857 -0.09
O -2.3101 4.3712 -3.6191 0.738 -0.620 0.457 0.08
C -2.3138 5.3973 -2.7432 -1.198 0.929 -0.844 -0.52
O -3.1735 6.2380 -2.8706 1.673 -0.474 1.225 0.14
O -1.2616 5.3170 -1.8670 -1.593 0.317 -0.665 0.09
H -1.2067 3.0051 -0.3460 0.402 2.596 -0.017 0.08
H 0.1654 4.0701 -0.0140 0.128 0.361 -0.233 0.10
H 0.3225 2.4539 -0.7772 -1.426 3.504 1.045 0.02
H 0.4358 4.4283 -2.5122 0.024 -0.002 -0.263 0.14
H -1.8551 2.4794 -2.9627 0.133 0.476 0.090 0.11
H -0.6497 3.1991 -4.0188 -0.247 -0.027 -0.329 0.13
C 0.7051 -1.2280 5.5177 0.750 1.466 0.340 -0.01
C -0.5624 -0.9438 4.7749 0.205 -3.366 0.211 -0.33
C -0.7990 0.3529 4.1876 0.243 -0.441 -0.774 -0.07
O -1.0819 0.0667 2.7356 2.655 -1.708 3.812 -0.08
C -0.9099 -1.2900 2.4403 -0.188 -1.516 7.357 -0.36
O -1.1329 -1.9073 1.4139 -3.917 -7.176 7.840 0.09
O -0.4757 -1.8609 3.6477 -1.117 -0.484 -2.333 0.10
H 0.9160 -0.3746 6.1622 -0.178 -0.107 0.636 0.09
H 1.5365 -1.1522 4.8169 0.063 -0.515 -0.184 0.09
H 0.7254 -2.1552 6.0903 -0.114 0.117 -0.232 0.09
H -1.4478 -1.1101 5.3885 0.003 -1.122 -0.127 0.15
H 0.0976 0.9449 4.3714 -0.249 0.271 -0.604 0.14
H -1.7178 0.6554 4.6899 0.540 1.132 -0.568 0.13
C 4.7778 2.9410 1.9179 1.228 -0.182 -1.057 0.02
C 4.0093 2.1859 0.8113 0.738 1.271 2.255 -0.27
C 4.1066 0.6998 0.8950 0.883 2.166 -1.357 -0.14
O 2.7946 0.2256 0.8817 0.226 -0.912 0.318 0.17
C 2.0152 1.2546 1.1555 3.449 0.360 0.518 -0.57
O 0.9450 1.0906 1.5255 -1.824 7.335 4.157 0.17
O 2.6571 2.3849 1.1455 -0.941 2.095 -1.235 0.17
H 4.3436 2.9342 2.9176 -0.338 -0.214 -0.303 0.10
H 5.0017 3.9625 1.6106 -0.378 0.130 0.118 0.09
H 5.7634 2.4801 1.9837 0.180 -0.119 0.188 0.09
H 4.3201 2.5162 -0.1799 -1.074 0.900 1.417 0.10
H 4.7536 0.3755 1.7100 -1.182 0.564 0.342 0.16
H 4.5186 0.2704 -0.0183 -0.203 2.537 0.551 0.10
```
Forces are in eV/Å.

Energy above the lowest of the compared OMol25 structures with the same formula, charge and spin ... 3875.65 kJ/mol
Lowest unoccupied orbital energy ... -0.015 Ha
Charge ... 0

=====

Number 1: HOMO-LUMO gap 8.88 eV, E_HOMO -8.24 eV. Number 2: HOMO-LUMO gap 6.70 eV, E_HOMO -7.10 eV.